15 unconnected molecules or ions with the total composition C66H169N7O22 at a distorted geometry. Source: the Open Molecules 2025 dataset; level of theory: ωB97M-V/def2-TZVPD.

Geometry as ORCA input:
```
! wB97M-V def2-TZVPD RIJCOSX def2/J DEFGRID3
* xyz 0 1
C -7.66 1.02 11.79
O -8.13 1.32 10.46
C -8.08 2.63 9.97
C -8.35 2.64 8.48
N -9.60 1.98 8.15
C -9.69 1.78 6.67
C -10.99 1.01 6.32
O -11.15 -0.09 7.24
C -12.26 -0.94 7.04
H -6.57 1.10 11.84
H -8.05 0.05 12.07
H -8.07 1.73 12.51
H -7.08 3.02 10.21
H -8.76 3.17 10.63
H -7.43 2.22 8.07
H -8.34 3.69 8.18
H -9.75 1.14 8.70
H -8.78 1.23 6.42
H -9.65 2.76 6.21
H -10.82 0.48 5.39
H -11.86 1.66 6.38
H -12.34 -1.24 6.00
H -13.15 -0.35 7.26
H -12.16 -1.81 7.69
C 4.57 9.42 6.55
O 3.32 9.63 5.89
C 2.69 10.94 6.00
C 1.25 10.86 5.40
N 1.32 10.70 3.98
C 1.71 11.97 3.25
C 1.66 11.69 1.71
O 2.53 10.56 1.42
C 2.58 10.24 0.04
H 5.26 10.19 6.21
H 4.84 8.46 6.11
H 4.52 9.42 7.64
H 3.25 11.60 5.33
H 2.75 11.19 7.06
H 0.65 11.75 5.61
H 0.82 9.95 5.82
H 2.08 10.09 3.73
H 2.67 12.35 3.61
H 0.97 12.72 3.52
H 2.03 12.54 1.14
H 0.64 11.51 1.38
H 2.87 11.12 -0.53
H 1.64 9.82 -0.33
H 3.39 9.55 -0.18
C 8.30 4.30 -2.33
O 8.77 5.08 -1.22
C 7.96 4.99 -0.01
C 8.39 6.14 0.89
N 9.77 5.85 1.53
C 10.37 7.02 2.21
C 11.90 6.87 2.54
O 12.70 6.96 1.31
C 13.02 8.34 1.02
H 8.88 4.42 -3.25
H 7.30 4.66 -2.56
H 8.17 3.23 -2.15
H 8.11 4.01 0.45
H 6.88 5.01 -0.17
H 7.63 6.43 1.61
H 8.59 6.98 0.22
H 10.41 5.64 0.78
H 9.78 7.17 3.11
H 10.32 7.87 1.53
H 12.15 5.92 3.00
H 12.18 7.65 3.25
H 12.16 9.00 1.11
H 13.40 8.38 0.00
H 13.75 8.69 1.74
C 1.35 -0.72 -2.48
O 0.67 0.28 -1.75
C -0.65 0.47 -2.25
C -1.27 1.82 -1.87
N -1.38 1.85 -0.40
C -1.57 3.15 0.24
C -1.40 2.97 1.77
O -0.27 2.17 2.12
C 1.04 2.74 1.96
H 2.41 -0.66 -2.26
H 1.16 -0.63 -3.55
H 1.01 -1.68 -2.09
H -1.20 -0.43 -1.96
H -0.63 0.52 -3.34
H -2.25 1.99 -2.32
H -0.60 2.62 -2.17
H -0.67 1.27 0.02
H -2.56 3.52 -0.03
H -0.91 3.95 -0.09
H -2.29 2.51 2.19
H -1.36 3.94 2.28
H 1.88 2.04 1.97
H 1.21 3.41 2.80
H 1.10 3.34 1.05
C 5.42 -5.06 10.35
O 4.37 -5.77 9.68
C 3.13 -5.46 10.35
C 1.99 -5.51 9.35
N 2.33 -4.61 8.25
C 1.38 -4.65 7.17
C 2.01 -3.86 5.97
O 3.14 -4.59 5.58
C 3.69 -4.18 4.31
H 5.37 -3.98 10.24
H 6.43 -5.33 10.05
H 5.32 -5.21 11.42
H 3.12 -4.50 10.87
H 3.08 -6.18 11.17
H 1.02 -5.13 9.67
H 1.93 -6.54 8.99
H 3.19 -4.97 7.85
H 0.49 -4.07 7.43
H 1.14 -5.64 6.79
H 2.21 -2.81 6.19
H 1.25 -3.77 5.19
H 3.60 -3.10 4.19
H 3.11 -4.65 3.52
H 4.74 -4.44 4.18
C 0.31 -6.85 -8.93
O 1.41 -7.30 -9.78
C 2.54 -7.61 -9.02
C 3.42 -8.50 -9.89
N 4.09 -7.66 -10.88
C 4.78 -8.62 -11.79
C 3.80 -9.38 -12.71
O 3.02 -8.39 -13.37
C 2.34 -8.89 -14.54
H -0.55 -6.62 -9.56
H 0.64 -5.94 -8.44
H -0.02 -7.58 -8.19
H 2.27 -8.18 -8.13
H 3.09 -6.74 -8.66
H 2.71 -9.22 -10.30
H 4.10 -8.99 -9.18
H 3.38 -7.32 -11.51
H 5.42 -9.37 -11.32
H 5.39 -8.01 -12.45
H 3.06 -9.92 -12.12
H 4.24 -10.15 -13.34
H 1.79 -9.79 -14.24
H 3.17 -9.10 -15.21
H 1.70 -8.18 -15.05
C -1.56 -9.54 -1.35
O -2.05 -10.58 -2.29
C -3.37 -10.42 -2.70
C -3.76 -11.31 -3.90
N -3.87 -12.70 -3.55
C -2.57 -13.38 -3.29
C -1.66 -13.38 -4.56
O -2.37 -14.13 -5.48
C -1.55 -14.76 -6.52
H -1.24 -8.68 -1.94
H -0.65 -9.89 -0.86
H -2.26 -9.30 -0.55
H -3.47 -9.38 -3.01
H -4.06 -10.71 -1.91
H -3.09 -11.14 -4.75
H -4.76 -11.01 -4.21
H -4.29 -13.16 -4.34
H -2.80 -14.42 -3.09
H -2.09 -12.98 -2.39
H -0.72 -13.91 -4.39
H -1.52 -12.35 -4.88
H -0.81 -14.15 -7.03
H -2.20 -15.19 -7.28
H -1.11 -15.70 -6.17
C -7.33 -4.86 -7.67
C -7.63 -3.34 -7.53
C -6.53 -2.42 -6.93
O -7.95 -2.87 -8.81
H -6.74 -5.06 -8.56
H -8.25 -5.42 -7.81
H -6.81 -5.26 -6.79
H -8.47 -3.23 -6.84
H -6.96 -1.44 -6.78
H -5.65 -2.33 -7.56
H -6.27 -2.76 -5.93
H -8.76 -3.32 -9.05
C -10.79 2.56 -2.69
C -10.86 3.95 -3.36
C -9.54 4.66 -3.65
O -11.59 3.81 -4.59
H -10.40 2.63 -1.67
H -10.07 1.93 -3.21
H -11.77 2.11 -2.83
H -11.45 4.59 -2.71
H -9.09 4.94 -2.70
H -9.79 5.60 -4.15
H -8.90 4.00 -4.24
H -12.06 4.63 -4.74
C 10.57 0.06 4.24
C 9.16 -0.06 4.91
C 9.22 -0.71 6.29
O 8.56 1.21 5.00
H 10.53 0.25 3.16
H 11.25 -0.79 4.26
H 11.10 0.88 4.72
H 8.57 -0.67 4.24
H 8.71 -1.67 6.21
H 8.82 -0.13 7.12
H 10.24 -0.95 6.60
H 9.05 1.91 4.55
C -0.24 1.91 9.56
C 1.28 1.65 9.85
C 2.02 2.87 10.37
O 1.47 0.62 10.79
H -0.86 2.01 10.44
H -0.63 1.12 8.92
H -0.25 2.80 8.93
H 1.72 1.32 8.90
H 1.57 3.29 11.27
H 2.08 3.60 9.56
H 3.05 2.56 10.52
H 1.37 -0.19 10.28
C -7.76 -3.40 1.08
C -6.73 -2.36 1.44
C -5.88 -2.63 2.72
O -5.84 -2.33 0.32
H -7.31 -4.39 0.95
H -8.37 -3.12 0.23
H -8.52 -3.52 1.85
H -7.25 -1.42 1.64
H -4.90 -2.16 2.63
H -5.63 -3.69 2.72
H -6.31 -2.50 3.71
H -5.20 -1.63 0.47
C 1.12 3.50 -8.99
C -0.11 3.07 -9.78
C 0.18 1.67 -10.30
O -1.25 3.03 -8.89
H 2.01 3.64 -9.61
H 1.29 2.72 -8.25
H 1.09 4.41 -8.39
H -0.24 3.76 -10.62
H 1.08 1.50 -10.88
H -0.68 1.40 -10.91
H 0.19 0.94 -9.50
H -2.01 2.84 -9.45
C 8.56 -1.73 -11.23
C 7.95 -1.45 -9.90
C 6.52 -1.11 -9.94
O 7.93 -2.58 -9.08
H 8.39 -0.93 -11.96
H 8.04 -2.55 -11.74
H 9.59 -2.08 -11.20
H 8.56 -0.73 -9.35
H 6.20 -0.92 -8.92
H 5.89 -1.91 -10.34
H 6.36 -0.19 -10.51
H 7.40 -3.27 -9.48
C -6.17 11.09 3.98
C -6.00 9.61 3.61
C -7.28 8.99 2.98
O -4.96 9.55 2.68
H -6.24 11.79 3.15
H -5.39 11.40 4.68
H -7.13 11.20 4.48
H -5.71 9.04 4.49
H -7.24 7.92 2.75
H -7.42 9.42 2.00
H -8.12 9.14 3.66
H -4.14 9.93 3.00
*
```

The calculation puts the highest occupied orbital energy at -8.370 eV. The LUMO energy comes out at 0.01314 hartree. The total energy is -4654.019149 Eh. The energy above the lowest of the compared OMol25 structures with the same formula, charge and spin comes out at 136.3 kcal/mol. The HOMO-LUMO gap comes out at 8.728 eV.

***

5 unconnected molecules or ions with the total composition C4H15NO7 at a distorted geometry. Source: the Open Molecules 2025 dataset; level of theory: ωB97M-V/def2-TZVPD.

Geometry as ORCA input:
```
! wB97M-V def2-TZVPD RIJCOSX def2/J DEFGRID3
* xyz 0 1
C 0.37 -2.97 -0.56
C 0.78 -1.71 0.15
N -0.14 -0.71 0.28
C -1.55 -0.73 -0.11
C -2.34 0.13 0.85
O -1.61 1.15 1.37
O -3.51 0.00 1.07
O 1.92 -1.53 0.55
H 0.86 -3.84 -0.09
H -0.69 -3.21 -0.56
H 0.76 -2.91 -1.57
H 0.15 0.09 0.82
H -1.61 -0.33 -1.12
H -2.01 -1.71 -0.06
H -2.18 1.49 2.08
H 2.26 0.23 0.12
H 3.41 1.10 -0.28
O 2.49 1.17 -0.02
H 1.17 1.80 2.53
H 1.94 0.42 2.87
O 1.41 1.14 3.19
H -1.40 1.73 -2.57
H -1.39 2.84 -1.47
O -1.89 2.09 -1.82
H 0.88 2.17 -1.86
H 1.15 0.79 -1.54
O 0.75 1.30 -2.26
*
```

The calculation puts the highest occupied orbital energy at -10.317 eV. The LUMO energy comes out at 0.01186 hartree. The total energy is -742.883570 Eh. As for the SMILES: CC(=O)NCC(=O)O.O.O.O.O. The energy above the lowest of the compared OMol25 structures with the same formula, charge and spin comes out at 22.3 kcal/mol. The HOMO-LUMO gap comes out at 10.639 eV.

***

4 unconnected molecules or ions with the total composition C34H49F3NO3S at a distorted geometry. Source: the Open Molecules 2025 dataset; level of theory: ωB97M-V/def2-TZVPD.

Geometry as ORCA input:
```
! wB97M-V def2-TZVPD RIJCOSX def2/J DEFGRID3
* xyz 1 1
C 1.28 1.68 2.44
C 1.78 1.48 0.99
N 0.74 0.73 0.23
C 0.75 1.11 -1.17
C -0.31 0.37 -2.00
S -1.76 1.43 -2.20
O -2.75 0.54 -3.12
C -2.51 1.64 -0.57
C -3.57 2.76 -0.70
C -3.66 3.60 0.57
C -4.42 2.93 1.70
C -5.94 2.78 1.46
C -6.31 1.43 0.76
C -7.40 0.63 1.48
C -6.95 -0.68 2.15
C -6.03 -1.60 1.29
O -4.98 -2.13 2.10
C -3.76 -1.43 1.99
C 0.97 -0.70 0.39
C -0.08 -1.40 1.21
O 1.86 -1.24 -0.11
H 1.43 0.76 2.99
H 0.21 1.80 2.37
H 1.75 2.52 2.93
H 2.73 0.94 0.99
H 1.90 2.46 0.53
H 0.50 2.18 -1.20
H 1.72 1.02 -1.66
H -0.65 -0.57 -1.58
H 0.08 0.19 -3.00
H -3.61 0.49 -2.67
H -2.98 0.70 -0.28
H -1.74 1.88 0.16
H -3.27 3.39 -1.53
H -4.55 2.36 -0.96
H -4.12 4.55 0.29
H -2.66 3.86 0.92
H -4.29 3.53 2.60
H -4.01 1.95 1.96
H -6.25 3.58 0.80
H -6.42 2.86 2.43
H -6.65 1.70 -0.24
H -5.37 0.88 0.63
H -8.26 0.44 0.84
H -7.76 1.27 2.28
H -6.46 -0.54 3.11
H -7.85 -1.25 2.35
H -5.68 -1.15 0.37
H -6.62 -2.47 1.00
H -3.86 -0.46 1.50
H -3.05 -2.01 1.40
H -3.35 -1.25 2.98
H 0.01 -2.48 1.14
H -1.04 -1.03 0.86
H 0.02 -1.03 2.23
F 6.48 -0.19 0.37
C 6.13 -1.49 0.49
C 7.11 -2.44 0.70
C 6.74 -3.77 0.83
C 5.41 -4.14 0.73
C 4.44 -3.17 0.51
C 4.79 -1.84 0.39
H 8.15 -2.13 0.77
H 7.50 -4.52 1.00
H 5.13 -5.18 0.82
H 3.39 -3.46 0.43
H 4.05 -1.07 0.23
F 10.02 1.13 4.49
C 9.85 1.74 3.30
C 8.89 1.25 2.43
C 8.72 1.89 1.21
C 9.50 2.98 0.87
C 10.46 3.45 1.76
C 10.63 2.83 2.98
H 8.30 0.39 2.71
H 7.97 1.52 0.52
H 9.36 3.47 -0.09
H 11.07 4.30 1.49
H 11.37 3.18 3.69
F -4.59 -2.43 -3.98
C -3.64 -2.88 -4.83
C -2.59 -2.04 -5.15
C -1.60 -2.49 -6.01
C -1.68 -3.77 -6.55
C -2.75 -4.59 -6.22
C -3.73 -4.15 -5.35
H -2.55 -1.05 -4.72
H -0.77 -1.85 -6.26
H -0.92 -4.12 -7.23
H -2.82 -5.59 -6.64
H -4.57 -4.78 -5.08
*
```

The calculation puts the highest occupied orbital energy at -10.393 eV. The LUMO energy comes out at -0.12556 hartree. The total energy is -2302.861148 Eh. The energy above the lowest of the compared OMol25 structures with the same formula, charge and spin comes out at 17.0 kcal/mol. The HOMO-LUMO gap comes out at 6.976 eV.

***

C6H16BrNSi2 in the gas phase at a distorted geometry. Source: the Open Molecules 2025 dataset; level of theory: ωB97M-V/def2-TZVPD.

Geometry as ORCA input:
```
! wB97M-V def2-TZVPD RIJCOSX def2/J DEFGRID3
* xyz 0 1
C -0.06 -1.93 -0.38
C -1.22 -1.54 -1.25
C 1.99 -1.52 0.52
C -1.78 1.38 -2.07
C 0.38 0.77 2.63
C 1.08 2.12 0.01
N 0.80 -0.87 0.22
Si -1.66 0.22 -0.60
Si 0.18 0.61 0.73
Br -3.67 -0.17 0.48
H -0.45 -2.50 0.45
H 0.72 -2.52 -0.94
H -0.75 -1.56 -2.15
H -1.95 -2.36 -1.24
H 2.75 -0.85 1.09
H 1.84 -2.25 1.35
H 2.43 -1.90 -0.43
H -1.06 1.18 -2.76
H -2.79 1.33 -2.60
H -1.54 2.44 -1.75
H -0.60 1.14 2.85
H 0.49 -0.14 3.27
H 1.10 1.54 2.99
H 1.13 1.86 -0.99
H 0.57 3.19 0.08
H 2.07 2.33 0.49
*
```

The calculation puts the highest occupied orbital energy at -8.571 eV. The LUMO energy comes out at 0.02548 hartree. The total energy is -3445.995188 Eh. As for the SMILES: CN1CC[Si@@](C)(Br)[Si]1(C)C. The energy above the lowest of the compared OMol25 structures with the same formula, charge and spin comes out at 0.0 kcal/mol. The HOMO-LUMO gap comes out at 9.264 eV.

***

A molecular structure, C19H20MnN6O2S. Source: the Open Molecules 2025 dataset; level of theory: ωB97M-V/def2-TZVPD.

Geometry as ORCA input:
```
! wB97M-V def2-TZVPD RIJCOSX def2/J DEFGRID3
* xyz 3 5
Mn -0.27 0.21 -0.16
S 5.23 -4.65 0.75
N 5.30 -3.10 0.34
C 4.04 -2.67 0.34
C 3.61 -1.31 0.04
C 4.48 -0.25 -0.27
C 3.94 1.00 -0.51
C 2.57 1.19 -0.46
N 1.74 0.17 -0.19
C 2.26 -1.07 0.07
C 1.30 -2.08 0.42
N 0.00 -1.68 0.44
C -0.95 -2.57 0.77
C -0.64 -3.87 1.11
C 0.68 -4.29 1.08
C 1.68 -3.37 0.73
C 3.10 -3.67 0.68
N 3.65 -4.85 0.94
H 5.54 -0.42 -0.30
H 4.58 1.85 -0.73
H 2.14 2.16 -0.64
H -1.97 -2.23 0.78
H -1.43 -4.55 1.38
H 0.96 -5.30 1.33
C -3.54 3.01 1.11
O -2.97 1.75 0.68
C -3.86 1.02 -0.13
C -3.26 -0.33 -0.28
O -1.98 -0.27 -1.03
C -2.12 -0.45 -2.48
H -4.47 2.84 1.65
H -3.73 3.66 0.25
H -2.83 3.48 1.78
H -4.04 1.51 -1.10
H -4.84 0.88 0.35
H -3.90 -1.05 -0.79
H -3.01 -0.70 0.71
H -2.46 -1.46 -2.67
H -1.14 -0.30 -2.94
H -2.83 0.28 -2.86
N -0.15 3.21 -1.21
C 0.04 4.34 -0.51
C 0.07 4.02 0.84
C -0.14 2.65 0.86
N -0.26 2.16 -0.38
H -0.23 3.11 -2.21
H 0.13 5.29 -1.01
H 0.20 4.69 1.67
H -0.22 2.00 1.73
*
```

The calculation puts the highest occupied orbital energy (spin up / spin down) at -17.791 / -17.798 eV. The LUMO energy (spin up / spin down) comes out at -0.45832 / -0.42574 hartree. The total energy is -2763.237996 Eh. The energy above the lowest of the compared OMol25 structures with the same formula, charge and spin comes out at 25.3 kcal/mol. The HOMO-LUMO gap (spin up / spin down) comes out at 5.320 / 6.214 eV.

***

2 unconnected molecules or ions with the total composition C6H10NO at a distorted geometry. Source: the Open Molecules 2025 dataset; level of theory: ωB97M-V/def2-TZVPD.

Geometry as ORCA input:
```
! wB97M-V def2-TZVPD RIJCOSX def2/J DEFGRID3
* xyz 1 1
C -2.85 1.55 0.35
C -2.24 0.56 0.01
C 0.45 0.88 -0.84
C 0.75 0.20 0.44
C 2.16 -0.32 0.83
C -1.65 -0.72 -0.32
N -0.04 -0.52 -0.56
O -1.88 -1.84 0.36
H -3.72 2.09 0.21
H -0.40 1.52 -0.85
H 1.26 1.05 -1.52
H 0.18 0.59 1.39
H 2.73 -0.63 -0.10
H 2.25 -1.26 1.38
H 2.74 0.45 1.54
H -2.28 -0.77 -1.79
H 0.30 -1.27 -1.14
H -2.28 -1.81 1.22
*
```

The calculation puts the highest occupied orbital energy at -14.321 eV. The LUMO energy comes out at -0.13318 hartree. The total energy is -364.148244 Eh. The energy above the lowest of the compared OMol25 structures with the same formula, charge and spin comes out at 124.9 kcal/mol. The HOMO-LUMO gap comes out at 10.698 eV.

***

A gas-phase ion, C3H9N2O2S (charge -1) at a distorted geometry. Source: the Open Molecules 2025 dataset; level of theory: ωB97M-V/def2-TZVPD.

Geometry as ORCA input:
```
! wB97M-V def2-TZVPD RIJCOSX def2/J DEFGRID3
* xyz -1 1
C 1.52 -1.63 -0.65
C 0.06 1.61 0.06
C 1.39 -0.31 0.05
N -1.02 -0.34 0.56
N 0.06 0.23 -0.19
O -3.64 -0.96 0.65
O -3.07 1.22 -0.29
S -2.83 -0.23 -0.34
H 2.53 -1.91 -0.51
H 0.97 -2.35 -0.13
H 1.37 -1.44 -1.73
H -1.00 2.04 0.09
H 0.49 1.87 1.07
H 0.65 2.05 -0.74
H 1.73 -0.49 1.09
H 1.93 0.47 -0.48
H -1.15 0.17 1.50
*
```

The calculation puts the highest occupied orbital energy at -3.578 eV. The LUMO energy comes out at 0.14340 hartree. The total energy is -777.856073 Eh. The energy above the lowest of the compared OMol25 structures with the same formula, charge and spin comes out at 84.5 kcal/mol. The HOMO-LUMO gap comes out at 7.480 eV.